1.
113
Properties=species:S:1:pos:R:3:forces:R:3:lowdin_charge:R:1 method="wB97M-V/def2-TZVPD" total_charge=+1 orbital_gap_ev=4.386 largest_force_ev_per_a=0.61
C 6.077376 7.606500 0.680040 0.02 -0.18 0.07 -0.071
C 5.772902 6.360146 -0.172504 0.30 0.12 0.44 -0.210
C 6.212035 5.083149 0.572868 0.09 0.41 -0.02 -0.133
C 5.672881 3.809735 -0.012989 -0.06 -0.34 -0.06 -0.051
C 4.372930 3.365516 0.300213 0.11 -0.10 -0.16 -0.023
C 3.496057 4.175402 1.247456 -0.05 -0.23 -0.03 -0.398
O 3.927667 4.715949 2.215197 -0.01 -0.18 0.10 0.210
O 2.180691 4.200882 0.949304 0.18 0.52 -0.09 0.146
B 1.708722 4.901532 -0.183644 -0.42 0.03 -0.13 -0.806
O 0.733186 5.838833 0.013047 0.04 -0.59 0.13 0.217
O 2.259299 4.588553 -1.384487 0.52 0.22 0.24 0.053
C 2.358940 5.585201 -2.414118 -0.12 -0.33 -0.26 -0.020
C 3.919398 2.165235 -0.255652 0.32 0.06 -0.16 -0.509
Br 2.262573 1.351266 0.052767 -0.07 -0.01 0.22 1.024
C 4.739611 1.458623 -1.107303 -0.18 0.22 0.16 -0.054
N 5.964797 1.901792 -1.418051 -0.08 0.04 0.07 -0.026
C 6.737049 1.088744 -2.377149 0.04 -0.17 0.16 0.049
C 6.456640 3.054869 -0.905607 -0.18 0.08 0.16 -0.168
C 7.824492 3.483362 -1.333672 0.22 0.12 -0.31 -0.133
C 7.925075 4.321842 -2.646946 -0.20 -0.25 -0.15 -0.644
C 8.821077 3.687504 -3.704643 0.13 0.09 0.01 -0.141
Br 6.156032 4.613314 -3.468614 0.07 0.10 0.04 0.778
H 5.169160 8.034461 1.097818 -0.02 0.06 -0.01 0.080
H 6.719721 7.353073 1.524117 0.05 0.01 0.00 0.078
H 6.595846 8.368943 0.104994 -0.10 0.10 -0.04 0.075
H 4.701690 6.305554 -0.371773 0.01 -0.01 -0.27 0.097
H 6.323678 6.440163 -1.108262 -0.30 -0.14 -0.21 0.076
H 7.298102 5.072773 0.596919 0.01 -0.06 0.05 0.113
H 5.894119 5.183864 1.602424 -0.04 -0.19 0.06 0.111
H -0.112408 5.584009 -0.373357 -0.08 0.37 -0.09 0.133
H 1.431636 6.141311 -2.518227 0.00 0.12 0.07 0.098
H 2.565821 5.067584 -3.347387 -0.03 -0.05 0.00 0.092
H 3.194770 6.248266 -2.198541 -0.07 0.11 0.04 0.086
H 4.406911 0.539283 -1.567076 0.05 -0.01 -0.03 0.123
H 6.194948 0.165364 -2.549739 -0.07 0.04 -0.10 0.104
H 7.699712 0.830803 -1.947207 0.06 0.05 -0.05 0.113
H 6.851549 1.634968 -3.307066 0.03 0.05 -0.03 0.086
H 8.482508 2.628532 -1.465425 -0.11 -0.14 0.12 0.107
H 8.268021 4.070335 -0.538583 0.03 -0.03 0.04 0.114
H 8.281584 5.317068 -2.406522 -0.09 0.07 0.04 0.087
H 9.647415 3.146341 -3.241661 0.05 0.06 0.05 0.089
H 8.268752 2.998787 -4.338885 0.01 -0.10 0.02 0.056
H 9.247862 4.448636 -4.353196 -0.05 0.04 -0.05 0.087
N -0.441808 2.600382 2.136231 -0.03 0.03 -0.04 0.003
C -1.448609 1.697526 2.347888 0.02 -0.01 -0.05 -0.140
C -2.520528 2.380132 2.855644 -0.01 0.03 -0.04 -0.105
C -2.146039 3.748089 2.954668 -0.02 0.00 -0.01 -0.095
C -0.857254 3.853245 2.505493 0.01 -0.01 -0.04 -0.132
H 0.463171 2.380109 1.764958 0.04 0.08 0.11 0.051
H -1.317267 0.652862 2.120931 -0.01 -0.02 0.05 0.102
H -3.467509 1.948077 3.129117 0.01 -0.01 0.05 0.074
H -2.751954 4.559492 3.320767 0.00 0.00 0.01 0.095
H -0.202103 4.703659 2.423122 0.01 -0.01 0.02 0.106
N -5.291034 -0.438236 3.375823 0.03 0.01 -0.03 0.008
C -5.821202 -1.409528 4.181470 -0.07 0.02 -0.04 -0.141
C -5.158896 -2.578027 3.914177 0.02 -0.03 -0.06 -0.105
C -4.188059 -2.300113 2.912498 -0.02 0.00 0.01 -0.099
C -4.293400 -0.970783 2.603289 -0.05 0.05 0.00 -0.155
H -5.594100 0.518253 3.353450 0.00 0.01 0.01 0.141
H -6.619339 -1.190395 4.869930 0.01 -0.01 0.02 0.114
H -5.352920 -3.525714 4.385000 -0.01 0.00 0.02 0.068
H -3.498612 -2.997557 2.467498 0.00 -0.01 0.00 0.092
H -3.756625 -0.360853 1.896577 0.00 -0.01 -0.01 0.097
N -6.877310 -5.825600 5.251198 -0.01 0.01 0.00 -0.005
C -7.133161 -5.033816 6.338805 0.02 0.00 -0.04 -0.154
C -8.414976 -5.286789 6.746685 -0.02 0.01 -0.01 -0.110
C -8.952780 -6.270185 5.871705 -0.01 0.01 0.01 -0.110
C -7.979977 -6.582439 4.961332 0.02 0.02 -0.01 -0.141
H -6.013972 -5.849815 4.742274 0.02 -0.04 0.01 0.133
H -6.385794 -4.363577 6.728270 0.00 0.00 0.02 0.102
H -8.912864 -4.821334 7.580405 0.00 0.00 0.01 0.090
H -9.939784 -6.698890 5.909035 -0.01 0.00 0.00 0.091
H -7.978139 -7.275076 4.137626 -0.01 -0.01 0.00 0.105
N 0.862938 -1.371746 -3.540745 0.05 0.02 -0.01 0.009
C 1.149032 -2.459905 -4.318460 -0.01 0.03 0.01 -0.124
C 2.277458 -3.052318 -3.820224 0.01 0.00 -0.01 -0.097
C 2.686305 -2.291878 -2.692307 0.07 0.07 -0.03 -0.113
C 1.795044 -1.259088 -2.546891 0.09 0.00 -0.01 -0.166
H 0.086018 -0.752816 -3.680894 -0.03 -0.01 0.00 0.147
H 0.525641 -2.722807 -5.155260 0.00 -0.01 0.00 0.113
H 2.752195 -3.935237 -4.212431 0.00 -0.01 0.01 0.097
H 3.535684 -2.494630 -2.060612 -0.02 -0.06 0.02 0.064
H 1.762313 -0.466274 -1.820279 -0.14 -0.09 -0.11 0.010
N -7.592332 -1.747346 1.015701 -0.01 0.00 -0.01 0.019
C -8.578195 -2.505594 0.449061 0.04 0.00 0.01 -0.132
C -8.786821 -2.041996 -0.824441 0.02 -0.05 -0.07 -0.125
C -7.884896 -0.961510 -1.036011 -0.03 -0.09 0.02 -0.115
C -7.165541 -0.809057 0.119305 0.11 0.07 0.09 -0.152
H -7.230647 -1.863603 1.948063 0.06 -0.04 -0.01 0.116
H -9.046616 -3.306394 0.994927 -0.03 0.00 0.00 0.109
H -9.503715 -2.434859 -1.526605 -0.02 0.00 0.01 0.089
H -7.778842 -0.369416 -1.929583 -0.02 0.02 0.00 0.087
H -6.386096 -0.114245 0.381188 0.01 0.01 -0.02 0.094
N -8.013372 -4.818937 -3.018847 0.06 0.01 -0.02 0.002
C -8.214809 -6.128038 -2.680747 0.01 0.03 0.01 -0.145
C -9.000537 -6.696111 -3.648061 -0.01 0.00 -0.01 -0.115
C -9.283914 -5.687188 -4.608381 0.00 -0.01 0.00 -0.114
C -8.660395 -4.541402 -4.190876 0.01 0.01 0.02 -0.149
H -7.483030 -4.156227 -2.481854 -0.07 0.03 0.06 0.129
H -7.785294 -6.542343 -1.785040 -0.01 -0.01 0.01 0.103
H -9.336383 -7.719134 -3.665693 0.00 -0.01 0.00 0.088
H -9.877832 -5.791301 -5.500638 0.00 0.00 -0.01 0.088
H -8.623380 -3.557499 -4.625925 -0.01 0.00 -0.01 0.103
N 5.458432 -3.511769 -0.220713 0.03 -0.01 0.00 -0.016
C 4.963173 -4.501871 0.586545 0.01 0.02 -0.02 -0.135
C 5.754627 -5.605062 0.424975 0.01 -0.01 -0.01 -0.101
C 6.767013 -5.270712 -0.516002 0.00 -0.01 0.01 -0.105
C 6.558928 -3.974086 -0.896560 -0.03 0.04 0.01 -0.151
H 5.070126 -2.593066 -0.305656 -0.03 0.01 0.04 0.115
H 4.095184 -4.337347 1.201116 -0.01 -0.01 0.00 0.107
H 5.623644 -6.550228 0.923429 0.00 -0.01 0.00 0.095
H 7.555235 -5.911925 -0.872067 0.00 -0.01 0.00 0.094
H 7.095683 -3.346160 -1.587205 0.01 -0.01 -0.02 0.097



2.
111
Properties=species:S:1:pos:R:3:forces:R:3:lowdin_charge:R:1 method="wB97M-V/def2-TZVPD" total_charge=+1 orbital_gap_ev="6.335 / 6.334" largest_force_ev_per_a=3.85
V 1.057286 -0.033623 1.422565 -0.38 -3.77 0.67 0.723
N -0.253814 -0.005323 3.233865 -0.15 -0.13 -0.51 0.073
C 0.553286 0.794277 4.068265 0.32 0.53 0.97 -0.230
C 0.599986 0.680077 5.442465 -0.09 -0.05 -0.69 0.006
C 1.378286 1.567477 6.194665 0.24 0.34 0.01 -0.049
C 2.043986 2.602277 5.590465 -0.04 -0.07 0.10 -0.008
C 2.030786 2.738577 4.187465 -0.28 -0.38 -0.17 -0.136
C 2.655886 3.790477 3.482065 -0.19 -0.24 -0.63 0.045
C 2.570686 3.810677 2.110865 0.29 0.29 0.59 -0.017
C 1.971786 2.748077 1.435065 -0.04 -0.27 -0.09 -0.123
N 1.412286 1.723177 2.057665 0.39 2.42 0.46 -0.063
C 1.343686 1.767377 3.417165 0.29 0.38 1.00 -0.165
H -0.859914 0.566677 2.633465 -0.36 0.05 0.46 0.072
H -0.823714 -0.647323 3.778465 0.09 -0.07 -0.41 0.113
H 0.025886 -0.081723 5.949665 -0.13 -0.08 -0.01 0.121
H 1.415486 1.454377 7.267465 -0.01 0.01 0.07 0.116
H 2.590086 3.324877 6.177665 0.05 0.05 0.08 0.123
H 3.171386 4.567877 4.020965 0.09 0.14 0.09 0.131
H 2.990886 4.622077 1.542565 0.08 0.09 -0.11 0.125
H 1.984986 2.689977 0.357065 0.05 0.01 -0.02 0.124
C 2.279286 -1.174623 -6.551035 -0.12 0.15 -0.02 -0.042
C 1.388586 0.071177 -6.442335 0.07 -0.01 -0.14 -0.560
C 2.232386 1.339877 -6.628335 -0.12 -0.16 -0.01 -0.042
C 0.357386 0.013077 -7.572235 0.14 0.02 0.23 -0.064
C 0.760086 0.099477 -5.055635 -0.22 -0.01 -0.03 -0.168
C -0.619414 0.088977 -4.850535 0.20 0.00 -0.24 -0.017
C -1.193314 0.101977 -3.585635 0.02 0.00 0.59 0.022
C -0.337414 0.122777 -2.506835 0.70 -0.01 -0.78 -0.206
O -0.597314 0.136677 -1.159235 -0.61 0.07 -0.11 -0.054
B 0.639486 0.144377 -0.513635 0.04 -0.08 -0.58 -0.702
O 1.648386 0.145377 -1.461035 0.87 0.12 -0.62 0.095
C 1.046786 0.133477 -2.691635 -0.84 0.01 -0.46 -0.176
C 1.610886 0.129277 -3.947435 -0.04 0.02 0.49 0.064
H 2.713686 -1.236023 -7.545135 0.09 -0.02 -0.14 0.086
H 1.689186 -2.071623 -6.377235 -0.03 -0.14 0.01 0.092
H 3.089086 -1.152423 -5.828235 0.13 -0.03 0.09 0.075
H 2.656286 1.361977 -7.628635 0.09 0.01 -0.14 0.086
H 3.048486 1.385177 -5.913335 0.13 0.03 0.09 0.075
H 1.613086 2.224277 -6.497235 -0.04 0.13 0.00 0.091
H 0.879086 -0.025723 -8.526135 0.03 0.01 -0.08 0.087
H -0.277614 0.895677 -7.575235 -0.13 0.08 -0.02 0.087
H -0.262614 -0.876923 -7.496135 -0.12 -0.08 -0.01 0.087
H -1.283114 0.071577 -5.699235 -0.04 -0.01 -0.10 0.103
H -2.263814 0.097577 -3.452435 -0.14 0.01 0.00 0.115
H 2.683086 0.150777 -4.054035 0.15 -0.03 -0.03 0.125
C -4.164214 -1.707223 -0.531335 0.47 -0.17 0.02 -0.396
Te -3.161314 0.056577 0.225565 -1.00 -0.18 0.33 1.388
C -5.044114 0.317077 1.281765 0.28 0.10 0.24 -0.422
C -6.060214 -0.503623 0.554965 -0.01 -0.12 -0.21 -0.306
C -7.419614 -0.311823 0.757465 -0.08 -0.03 0.00 -0.037
C -8.343414 -1.103923 0.098465 -0.04 0.06 0.07 -0.074
C -7.911514 -2.093923 -0.769435 -0.01 -0.07 -0.05 -0.075
C -6.557914 -2.285223 -0.979635 -0.04 -0.02 -0.01 -0.037
C -5.628914 -1.491123 -0.321535 -0.16 0.15 0.01 -0.299
H -3.832914 -2.591523 0.016565 0.12 0.09 0.01 0.042
H -3.926714 -1.862623 -1.581635 0.09 0.11 -0.02 0.064
H -5.335314 1.364577 1.306365 0.12 0.09 -0.06 0.054
H -4.963914 -0.028923 2.313565 0.16 0.04 -0.01 0.056
H -7.752414 0.463977 1.432765 -0.05 0.06 0.05 0.116
H -9.399614 -0.945623 0.259765 -0.06 0.01 0.00 0.106
H -8.629014 -2.712523 -1.287235 -0.06 -0.04 -0.04 0.106
H -6.215214 -3.052023 -1.660035 0.00 -0.07 -0.08 0.117
C -0.576814 -2.969123 2.364065 -0.23 0.03 0.29 -0.190
N -0.843214 -4.391023 2.282565 -0.19 -0.05 0.29 -0.083
C -1.468414 -4.672123 0.995265 -0.19 -0.01 -0.05 -0.159
N -0.609114 -4.262223 -0.107635 -0.19 -0.09 -0.29 -0.076
C -0.346114 -2.841823 0.000365 -0.20 0.08 -0.44 -0.170
N 0.310286 -2.482223 1.280865 0.06 0.55 0.07 -0.107
C 1.551186 -3.288323 1.359565 0.38 -0.07 -0.03 -0.180
N 1.306186 -4.714823 1.268365 0.34 -0.12 0.03 -0.079
C 0.418786 -5.122323 2.349065 0.08 -0.01 0.07 -0.160
C 0.647286 -4.996223 -0.003135 0.05 -0.02 -0.13 -0.153
H -0.096614 -2.771423 3.329865 -0.03 0.08 -0.12 0.123
H -1.538214 -2.442223 2.299865 0.18 0.07 0.02 0.115
H -2.414914 -4.129123 0.936165 0.00 -0.03 -0.01 0.116
H -1.670814 -5.742123 0.919165 -0.01 0.04 0.00 0.134
H -1.295014 -2.299723 -0.076235 0.18 0.00 0.06 0.085
H 0.297986 -2.535123 -0.831235 -0.02 0.01 0.14 0.136
H 2.059286 -3.073723 2.308765 -0.05 0.06 -0.14 0.137
H 2.189086 -2.998323 0.524865 0.03 0.06 0.11 0.095
H 0.907086 -4.930523 3.309165 -0.06 -0.01 -0.04 0.132
H 0.215386 -6.191923 2.262065 0.03 0.06 0.05 0.133
H 0.438786 -6.066623 -0.068835 0.06 0.06 -0.03 0.133
H 1.304486 -4.707523 -0.828435 -0.03 -0.03 0.06 0.136
C 4.370086 1.303577 0.105565 -0.51 -0.46 0.38 -0.193
Si 3.554186 -0.201123 1.020865 1.30 0.03 -0.33 0.611
C 4.289686 -1.709423 0.053365 -0.39 0.47 0.44 -0.209
C 4.231586 -0.185223 2.835865 -0.34 -0.05 -0.64 -0.205
H 5.386386 1.060977 -0.198735 0.09 -0.17 0.05 0.032
H 4.424986 2.190077 0.730565 0.03 0.11 0.12 0.008
H 3.813686 1.555977 -0.793735 -0.08 -0.01 -0.14 0.019
H 5.288786 -1.454823 -0.292235 0.13 0.16 0.03 0.027
H 3.699086 -1.931623 -0.830735 -0.14 -0.01 -0.16 0.018
H 4.381086 -2.616523 0.642265 -0.06 -0.13 0.16 0.019
H 5.230486 -0.606023 2.876765 0.24 -0.10 -0.04 0.027
H 3.610286 -0.759723 3.521065 -0.09 -0.11 0.11 0.010
H 4.288786 0.831377 3.217965 -0.04 0.19 0.03 0.014
N -1.073414 2.656477 0.973465 -0.37 -0.01 -0.09 0.086
C -0.621214 3.981877 1.047565 -0.02 0.16 0.09 -0.336
C 0.026186 4.575577 -0.034435 -0.02 -0.18 0.03 -0.049
C 0.553386 5.849977 0.075165 -0.03 0.05 -0.01 -0.080
C 0.433286 6.552477 1.263365 0.15 0.09 -0.03 -0.093
C -0.228414 5.974277 2.335265 -0.05 0.02 -0.01 -0.082
C -0.755014 4.701477 2.231765 0.03 -0.13 -0.05 -0.043
H -1.949214 2.515377 1.463365 0.00 0.09 -0.16 0.059
H -1.143914 2.328877 0.016165 -0.14 -0.12 0.12 0.050
H 0.113886 4.025777 -0.961535 -0.01 -0.04 -0.15 0.120
H 1.040886 6.300277 -0.778835 0.04 0.01 -0.01 0.111
H 0.851086 7.543177 1.353065 -0.01 0.11 -0.01 0.105
H -0.350914 6.525777 3.253865 0.01 0.07 0.14 0.108
H -1.265814 4.250977 3.070665 -0.08 -0.05 0.13 0.113